4 unconnected molecules or ions with the total composition C25H45N4O7P at a distorted geometry. Source: the OMol25 dataset; level of theory: the ωB97M-V functional and the def2-TZVPD basis.

The geometry in ORCA input format:
```
! wB97M-V def2-TZVPD RIJCOSX def2/J DEFGRID3
* xyz 0 1
O 3.872 -2.762 -2.329
C -8.611 -0.820 1.670
N -10.045 -2.847 0.289
O 2.734 1.112 2.220
C 1.861 5.105 0.154
C -6.441 0.131 0.412
C -1.608 -1.862 2.960
N 4.934 -2.473 -5.005
H 2.290 6.771 -1.177
N 1.885 -1.510 1.344
C -1.972 0.972 1.331
C 4.320 -1.573 1.461
C -5.446 0.341 -0.840
H 2.835 4.775 -3.023
O -1.160 -0.155 0.915
C -4.594 1.549 1.787
H 4.443 -2.594 1.087
H 2.605 -4.149 -3.187
H 3.162 -1.148 -0.268
H -8.732 -0.281 3.998
C -1.670 -1.398 1.435
H -1.922 -1.037 3.705
H 5.805 -2.198 -2.377
C 5.505 -3.466 -4.086
C 3.093 0.625 0.927
H 3.575 1.808 3.945
H 3.273 3.488 0.190
C 1.433 6.310 -0.677
C -3.879 0.344 -0.448
H -3.097 -0.132 -1.141
H -8.122 -1.119 -0.633
H -10.075 -3.835 0.582
H 5.488 -5.177 -5.409
C 2.069 4.026 -2.803
H -1.477 1.994 1.115
H 4.221 -1.648 2.546
H 3.730 4.745 -0.945
H 1.751 -1.129 2.282
H -0.599 -2.302 3.273
C 3.112 -0.913 0.802
H -11.380 -1.034 1.455
H 3.495 -4.733 -1.740
H 4.755 1.255 2.740
O -2.210 -2.165 0.587
H -10.347 -2.638 2.766
H 4.042 1.068 0.601
H 2.324 1.007 0.249
C -6.809 0.651 3.092
H -6.398 1.147 4.027
O 2.312 3.360 -1.575
C 5.228 -3.097 -2.612
O -4.348 2.536 2.517
C 3.775 1.053 3.181
H 2.073 3.281 -3.601
H 0.946 3.630 1.224
H 1.078 4.483 -2.792
H 5.357 -1.567 -4.812
H 5.240 -1.025 1.240
H 2.156 -3.580 -1.586
O -5.862 0.514 -2.009
H 3.931 -4.879 -4.662
C -3.483 0.924 0.795
H 1.088 -1.151 0.822
C 2.874 4.181 -0.556
H 3.956 -2.344 -4.743
H -2.375 -2.711 3.075
N 0.664 4.365 0.576
H 0.692 6.057 -1.437
H 0.323 3.852 -0.239
H 3.771 0.081 3.678
P -10.213 -1.860 1.547
H 5.241 -5.592 -3.711
H 5.580 -3.879 -1.928
H 0.976 7.069 -0.035
C 5.007 -4.852 -4.482
C 3.003 -3.876 -2.208
C -7.764 -0.658 0.354
H 2.356 5.493 1.053
C -8.142 -0.163 3.020
H 6.594 -3.465 -4.217
C -6.004 0.765 1.779
H -2.051 0.930 2.486
*
```

Summary:
HOMO energy ... -8.733 eV
E_tot ... -56226.741 eV
Orbital gap ... 7.4 eV

Results of the Löwdin charge analysis, in e, for atoms 1 through 4:
1. O -0.21
2. C -0.29
3. N -0.35
4. O -0.20

A molecular structure, C25H45NP2SeTm at a distorted geometry. Source: the OMol25 dataset; level of theory: the ωB97M-V functional and the def2-TZVPD basis.

The geometry in ORCA input format:
```
! wB97M-V def2-TZVPD RIJCOSX def2/J DEFGRID3
* xyz 1 3
H 2.291 5.582 0.782
H -0.460 -5.415 -1.218
H 0.126 -4.259 2.566
H 4.190 1.887 0.951
H -2.207 -2.485 2.224
H 1.713 -5.057 2.232
H -0.718 1.014 3.550
C 1.262 0.701 -1.710
C 3.826 2.353 1.874
C -2.286 -1.498 2.692
H -2.416 1.276 4.015
H 3.534 4.612 -0.075
H 2.387 -3.877 -1.529
C 3.046 4.789 0.896
H -0.568 -5.998 0.458
H 2.706 4.516 3.498
H -1.049 2.492 -3.462
C -1.232 -0.807 -3.013
H 2.968 -3.093 -0.044
H 1.757 0.809 -0.727
C -2.153 3.123 0.545
C -3.245 -1.789 -0.415
C -0.166 -1.607 -2.570
H -3.411 -2.630 0.265
C -2.924 0.772 -0.236
H 0.214 2.552 -1.465
H -2.000 0.682 -4.359
H 1.104 -1.283 -4.295
H -3.653 0.261 -2.200
H 1.584 -3.261 2.424
Se 1.777 -0.097 3.530
H -1.384 -1.348 3.307
H 2.948 -4.898 -0.149
C 0.117 -5.593 -0.298
C 1.913 3.810 3.207
P 0.743 -3.970 0.263
H -2.421 -2.097 -1.101
H -2.977 3.698 1.000
Tm -0.684 -0.072 -0.893
H 1.880 2.951 3.892
H 2.464 0.337 -3.519
H -0.465 0.016 -4.857
H 1.819 -2.327 -3.085
C -1.015 0.368 -3.968
C -2.412 -0.429 1.671
P 2.250 3.228 1.487
H 0.943 4.330 3.219
H -2.892 1.875 -2.103
H 0.944 -6.280 -0.510
H -1.215 3.458 1.010
C -2.106 0.933 1.915
H 3.798 5.090 1.644
H 3.651 1.563 2.622
H -4.504 1.601 -1.434
C 2.436 -3.970 -0.436
C -1.669 1.477 3.228
C 1.210 -1.414 -3.204
H -0.335 -2.618 -2.145
H -3.151 -1.511 3.377
N 0.717 -0.660 0.828
C -2.336 1.666 0.720
H -1.506 2.558 3.186
C -3.507 1.142 -1.555
H -2.105 3.390 -0.516
H -4.144 -1.668 -1.041
H 2.878 -0.607 -2.084
C 0.270 1.615 -2.057
C 1.091 -4.171 2.050
H 4.569 3.075 2.238
C 1.206 -0.459 1.906
C -2.927 -0.548 0.343
H 0.466 1.952 -4.174
C 2.024 -0.204 -2.658
H -2.257 -1.214 -3.059
C -0.320 1.662 -3.451
*
```

Summary:
HOMO energy (alpha / beta) ... -9.976 / -9.984 eV
E_tot ... -141589.701 eV
Orbital gap (alpha / beta) ... 4.7 / 4.8 eV

Results of the Löwdin charge analysis, in e, for atoms 1 through 4:
1. H 0.04
2. H 0.02
3. H 0.04
4. H 0.03

A gas-phase ion, C25H46BBr2F4N2O7S (charge +1). Source: the OMol25 dataset; level of theory: the ωB97M-V functional and the def2-TZVPD basis.

The geometry in ORCA input format:
```
! wB97M-V def2-TZVPD RIJCOSX def2/J DEFGRID3
* xyz 1 1
H 3.730 1.630 -1.485
H -2.356 -0.281 1.372
H -3.823 4.359 -1.067
H 3.278 0.913 0.744
H -2.278 -2.398 0.904
C -0.957 0.194 -1.126
H 1.814 0.166 -2.097
H -2.049 -5.567 -0.753
H -0.501 -0.085 5.665
H -1.272 2.956 -3.327
H 0.981 2.966 -1.168
H 4.714 -0.893 -3.977
C -1.775 -0.231 3.907
H 3.054 2.578 0.173
F -4.846 -1.396 -1.937
Br -1.725 -2.544 -3.349
O 0.904 -1.855 6.633
N 0.928 0.015 0.439
H -2.024 0.553 -3.404
C 0.679 -2.199 5.513
C -1.006 -4.079 0.444
C 3.161 1.801 -2.398
H 2.100 3.280 2.265
H 4.750 1.706 -3.887
O -1.863 3.226 -2.616
H -3.077 0.611 -0.754
H -0.060 -0.938 2.835
C 2.599 2.309 2.227
H 1.773 -2.270 3.686
H 5.889 1.544 -1.134
C -0.534 -0.382 0.251
H 2.623 -2.954 5.087
H -2.436 5.442 -0.809
O -0.460 -1.765 0.106
H 0.509 1.994 0.961
C 2.631 1.794 0.797
H -2.003 -0.953 5.922
C -3.130 -1.224 -3.581
C -4.523 -1.834 -3.180
H -2.656 -1.051 -1.026
H -3.455 4.964 0.535
F -4.508 -3.171 -3.126
H -0.619 -4.703 1.249
O 6.597 -1.339 -2.288
C 1.748 1.253 -2.225
H 2.084 1.623 2.907
C -2.833 0.075 -2.850
C -1.206 -0.777 5.201
C -0.727 -0.071 2.810
F 3.887 2.481 2.673
C -1.216 -2.655 0.955
H -0.455 -0.473 -1.842
C -3.005 4.611 -0.394
H -2.946 -5.034 0.670
H -0.116 0.806 3.052
H 3.519 -0.853 -2.697
H 3.138 2.879 -2.573
H 1.268 -0.367 1.325
H -1.479 1.207 1.266
C 3.914 1.103 -3.540
C 1.214 1.474 0.310
C 1.661 -2.869 4.593
C 4.347 -0.301 -3.141
H -3.709 0.716 -2.969
C 0.858 1.878 -1.133
C -1.351 0.135 1.421
H -0.883 -2.561 1.990
N -0.545 1.567 -1.394
H 3.242 0.990 -4.395
O 6.298 1.008 -1.828
H -0.246 -4.040 -0.339
H -2.742 2.626 0.361
B -1.508 2.711 -1.410
O 4.909 -0.586 -0.615
Br -5.926 -1.286 -4.379
S 5.602 -0.422 -1.869
H 1.439 -0.496 -0.288
F -3.151 -0.936 -4.910
C -2.446 -0.035 -1.364
O -0.546 -2.026 4.929
H -2.604 -0.856 3.567
H -2.199 0.749 4.144
C -2.121 3.389 -0.130
H 1.209 1.394 -3.165
H 1.293 -3.854 4.304
C -2.279 -4.706 -0.129
H -1.335 3.622 0.601
H -2.834 -3.980 -0.726
*
```

Summary:
HOMO energy ... -12.065 eV
E_tot ... -206446.701 eV
Orbital gap ... 9.7 eV

Results of the Löwdin charge analysis, in e, for atoms 1 through 4:
1. H 0.06
2. H 0.13
3. H 0.08
4. H 0.12